No. 1
Here is a 2-piece molecular cluster, C8H6Cl2N overall from the Open Molecules 2025 dataset. Energies are from wB97M-V/def2-TZVPD.

E: -34916.395 eV
HOMO (spin up / spin down): -13.662 / -13.251 eV
Kohn-Sham gap (spin up / spin down): 6.737 / 6.464 eV

The geometry in ORCA input format:
```
! wB97M-V def2-TZVPD RIJCOSX def2/J DEFGRID3
* xyz 1 1
C -2.077 -2.133 1.814
C 0.637 1.725 -1.811
C 1.723 0.973 -1.318
C -0.676 1.392 -1.434
C 1.567 0.092 -0.288
C -0.833 0.383 -0.448
C 0.298 -0.188 0.203
C 0.103 -1.086 1.261
N -1.045 -1.623 1.658
Cl 1.344 -2.058 1.906
Cl -0.639 0.387 3.084
H -2.855 -2.851 1.598
H 0.877 2.314 -2.593
H 2.559 1.272 -1.871
H -1.465 1.831 -1.871
H 2.337 -0.463 0.228
H -1.856 0.035 -0.119
*
```

Results of the Löwdin charge analysis, in e, for atoms 1 through 6: 0.3179 0.0188 -0.0120 0.0130 -0.0085 0.0289

---

No. 2
Here is C35H54AsNPSe2W as an isolated structure from the Open Molecules 2025 dataset. Energies are from wB97M-V/def2-TZVPD.

E: -241282.259 eV
HOMO (spin up / spin down): -15.422 / -15.435 eV
Kohn-Sham gap (spin up / spin down): 5.364 / 5.435 eV

The geometry in ORCA input format:
```
! wB97M-V def2-TZVPD RIJCOSX def2/J DEFGRID3
* xyz 3 3
W 0.297 0.047 0.502
C -1.486 -3.089 0.171
C -1.988 -2.741 1.572
C -3.429 -3.222 1.722
P -1.707 -0.907 1.800
C -1.908 -0.465 3.607
C -2.388 0.987 3.643
C -2.792 -1.357 4.470
C -3.090 -0.111 0.923
C -4.447 -0.239 1.163
C -5.379 0.403 0.344
C -6.834 0.226 0.572
C -4.912 1.190 -0.714
C -3.567 1.352 -0.958
C -2.638 0.704 -0.136
N -1.281 0.795 -0.263
C -0.667 1.474 -1.335
C -0.530 0.792 -2.580
C -0.780 -0.686 -2.636
C -0.255 1.511 -3.724
C -0.169 2.911 -3.704
C 0.032 3.653 -4.971
C -0.301 3.570 -2.478
C -0.532 2.888 -1.294
C -0.725 3.629 -0.007
H -1.579 -4.157 -0.007
H -0.432 -2.809 0.030
H -2.095 -2.577 -0.576
H -1.363 -3.230 2.329
H -4.052 -2.851 0.911
H -3.869 -2.943 2.673
H -3.438 -4.309 1.674
H -0.883 -0.532 4.005
H -3.444 1.042 3.387
H -1.845 1.604 2.920
H -2.265 1.409 4.638
H -3.828 -1.321 4.147
H -2.761 -0.988 5.494
H -2.449 -2.388 4.484
H -4.810 -0.835 1.985
H -7.040 -0.292 1.503
H -7.268 -0.352 -0.244
H -7.349 1.183 0.575
H -5.626 1.693 -1.346
H -3.218 1.972 -1.773
H -0.435 -1.194 -1.713
H -0.278 -1.133 -3.492
H -1.852 -0.870 -2.750
H -0.160 0.992 -4.668
H -0.797 3.449 -5.652
H 0.935 3.309 -5.477
H 0.096 4.725 -4.808
H -0.253 4.648 -2.451
H -0.151 4.553 -0.004
H -0.432 3.020 0.860
H -1.777 3.898 0.105
C 0.723 2.537 3.722
Se 1.556 1.309 2.460
C 2.013 -0.066 3.832
C 2.603 -1.321 3.242
Se 1.858 -1.814 1.444
C 1.582 -3.714 1.798
H 1.534 3.084 4.208
H 0.147 1.988 4.465
H 0.089 3.243 3.190
H 1.080 -0.260 4.366
H 2.720 0.408 4.520
H 2.419 -2.177 3.890
H 3.680 -1.225 3.086
H 2.539 -4.086 2.168
H 1.349 -4.227 0.866
H 0.795 -3.867 2.532
C 2.844 2.360 -1.369
As 2.492 0.502 -0.861
C 4.209 0.110 0.002
C 2.683 -0.560 -2.556
C 4.063 -1.041 -2.889
C 4.337 -2.406 -2.967
C 5.557 -2.848 -3.446
C 6.529 -1.935 -3.830
C 6.282 -0.572 -3.717
C 5.061 -0.132 -3.247
H 3.860 2.451 -1.755
H 2.756 2.992 -0.481
H 2.145 2.714 -2.126
H 5.013 0.528 -0.611
H 4.373 -0.969 0.078
H 4.266 0.560 0.999
H 2.313 0.072 -3.373
H 2.016 -1.428 -2.465
H 3.579 -3.126 -2.691
H 5.757 -3.904 -3.536
H 7.479 -2.280 -4.208
H 7.040 0.138 -4.007
H 4.853 0.930 -3.177
*
```

Results of the Löwdin charge analysis, in e, for atoms 1 through 6: 0.8505 -0.1297 -0.5042 -0.0789 1.0426 -0.5022

---

No. 3
Here is C31H29AsClN3OSY as an isolated structure from the Open Molecules 2025 dataset. Energies are from wB97M-V/def2-TZVPD.

E: -124374.478 eV
HOMO: -10.541 eV
Kohn-Sham gap: 7.314 eV

The geometry in ORCA input format:
```
! wB97M-V def2-TZVPD RIJCOSX def2/J DEFGRID3
* xyz 1 1
Y 0.070 -0.159 -0.050
Cl -1.627 3.552 6.453
C -1.525 2.676 4.959
C -2.689 2.349 4.265
C -2.620 1.658 3.075
C -1.387 1.276 2.518
O -1.361 0.640 1.372
C -0.211 1.593 3.243
C 1.138 1.236 2.846
N 1.492 0.620 1.777
C 2.874 0.461 1.480
C 3.864 1.303 1.908
C 5.217 1.056 1.582
C 5.564 -0.018 0.819
C 4.556 -0.874 0.311
C 4.835 -1.992 -0.513
C 3.821 -2.757 -1.005
C 2.494 -2.388 -0.711
N 2.196 -1.366 0.062
C 3.209 -0.623 0.617
C -0.306 2.292 4.460
H -3.647 2.639 4.677
H -3.523 1.390 2.543
H 1.910 1.538 3.558
H 3.616 2.182 2.487
H 5.977 1.736 1.943
H 6.599 -0.219 0.575
H 5.866 -2.225 -0.750
H 4.007 -3.615 -1.635
H 1.659 -2.937 -1.135
H 0.594 2.532 5.012
N -1.350 -2.101 0.603
C -0.932 -3.262 -0.136
C -0.427 -4.344 0.575
C 0.056 -5.458 -0.091
C 0.020 -5.489 -1.478
C -0.490 -4.405 -2.175
C -0.970 -3.261 -1.533
C -1.413 -2.096 -2.366
C -2.241 -2.357 -3.458
C -2.491 -1.368 -4.399
C -1.874 -0.134 -4.268
C -1.080 0.121 -3.156
C -0.848 -0.822 -2.138
H -1.411 -2.298 1.595
H -2.257 -1.760 0.296
H -0.419 -4.315 1.660
H 0.447 -6.296 0.470
H 0.387 -6.353 -2.017
H -0.497 -4.421 -3.258
H -2.684 -3.338 -3.586
H -3.135 -1.576 -5.244
H -2.008 0.621 -5.034
H -0.592 1.091 -3.096
C -2.946 2.133 -1.025
As -1.397 3.259 -0.984
C -1.705 4.471 0.463
C -1.496 4.303 -2.583
S 0.587 2.457 -0.827
H -3.777 2.828 -1.147
H -3.025 1.591 -0.087
H -2.892 1.450 -1.869
H -2.616 5.034 0.262
H -0.851 5.141 0.530
H -1.809 3.908 1.389
H -2.525 4.620 -2.745
H -1.153 3.702 -3.422
H -0.846 5.167 -2.467
*
```

Results of the Löwdin charge analysis, in e, for atoms 1 through 6: 1.3124 0.6806 -0.6700 -0.0821 -0.0163 -0.3594

---

No. 4
Here is one molecule with the formula C4H6N2S2 from the Open Molecules 2025 dataset. Energies are from wB97M-V/def2-TZVPD.

E: -28892.168 eV
HOMO: -8.200 eV
Kohn-Sham gap: 8.366 eV

The geometry in ORCA input format:
```
! wB97M-V def2-TZVPD RIJCOSX def2/J DEFGRID3
* xyz 0 1
S -1.133 -1.566 0.852
C -0.463 -0.133 0.530
N -1.017 0.951 1.042
C -1.014 2.274 0.072
C 0.236 2.328 -0.596
C 0.971 1.214 -0.940
N 0.513 -0.046 -0.487
S 1.568 -1.533 -0.700
H -2.147 0.914 1.280
H -1.724 2.420 -0.718
H -1.147 3.125 0.788
H 0.362 3.236 -1.147
H 1.763 1.351 -1.783
H 1.075 -1.894 0.847
*
```

Results of the Löwdin charge analysis, in e, for atoms 1 through 6: 0.6523 -1.0116 0.0032 -0.1496 -0.1522 -0.1416

---

No. 5
Here is CH5PS3 as an isolated structure from the Open Molecules 2025 dataset. Energies are from wB97M-V/def2-TZVPD.

E: -42910.914 eV
HOMO: -8.353 eV
Kohn-Sham gap: 6.842 eV

The geometry in ORCA input format:
```
! wB97M-V def2-TZVPD RIJCOSX def2/J DEFGRID3
* xyz 0 1
C -0.749 -0.966 1.556
P 1.998 2.443 -2.175
S -0.538 -1.170 -0.201
S 0.695 2.325 -0.591
S -1.160 0.492 -0.933
H -1.082 0.045 2.010
H 0.161 -1.232 2.099
H -1.567 -1.623 1.959
H 0.864 2.143 -2.894
H 2.701 1.322 -2.333
*
```

Results of the Löwdin charge analysis, in e, for atoms 1 through 6: -0.5157 0.3469 0.3277 -0.0046 0.0854 0.0746